Record 1
Entry from the OMol25 dataset: a cluster of 2 separate species, C2HF3S2 in total at a distorted geometry (ωB97M-V/def2-TZVPD).

Values from the calculation:
- HOMO-LUMO gap (alpha / beta): 0.2857 / 0.2826 Eh
- Largest force on an atom: 1.14 eV/Å
- Total charge: 0
- Energy: -1172.6229 hartree
- Highest occupied orbital energy (alpha / beta): -9.27 / -9.65 eV

The geometry in XYZ format:
```
8
Properties=species:S:1:pos:R:3:forces:R:3:lowdin_charge:R:1
C -1.04576 -1.41999 -0.26186 -0.3 -1.1 -0.3 -0.384
C -1.01984 -0.11920 -0.14137 0.2 1.0 -0.1 -0.059
F -0.48828 -2.25877 0.59761 -0.1 0.3 -0.1 0.117
F -1.67917 -2.11287 -1.22912 0.4 0.7 0.5 0.113
F -1.52511 0.78299 -0.96232 0.2 -0.5 0.3 0.062
S 2.01381 2.29028 0.25724 0.3 -0.1 -0.2 0.216
S 0.79704 1.53075 1.57991 -0.5 -0.5 -0.1 0.110
H 2.94731 1.30681 0.15991 -0.1 0.2 0.0 -0.173
```
Positions in Å, forces in eV/Å.

***

Record 2
Entry from the OMol25 dataset: the molecule C2HF4IO at a distorted geometry (ωB97M-V/def2-TZVPD).

Values from the calculation:
- HOMO-LUMO gap: 0.3740 Eh
- Largest force on an atom: 3.20 eV/Å
- Total charge: 0
- Energy: -849.2003 hartree
- SMILES: OC(F)(F)C(F)(F)I
- Highest occupied orbital energy: -10.28 eV

The geometry in XYZ format:
```
9
Properties=species:S:1:pos:R:3:forces:R:3:lowdin_charge:R:1
O -0.06697 -0.52099 0.18069 -0.3 0.2 -0.2 0.107
C -0.90959 0.09870 -0.63389 -2.8 0.9 -1.2 -0.656
F -0.42416 0.52932 -1.82405 0.8 -0.9 0.0 0.112
F -1.43534 1.29078 -0.15842 0.2 -1.1 0.7 0.102
C -2.07340 -0.92178 -0.93774 -2.8 -0.6 -0.4 -0.758
F -2.91054 -1.13434 0.13052 1.6 0.4 -0.1 0.012
F -3.01810 -0.51396 -1.89174 2.3 0.1 0.7 -0.004
I -1.26525 -2.84438 -1.53579 -0.2 0.5 0.0 0.954
H 0.66712 0.06790 0.27495 1.3 0.6 0.5 0.131
```
Positions in Å, forces in eV/Å.

***

Record 3
Entry from the OMol25 dataset: a structure of composition C2HFGaO at a distorted geometry (ωB97M-V/def2-TZVPD).

Values from the calculation:
- HOMO-LUMO gap: 0.2520 Eh
- Largest force on an atom: 7.52 eV/Å
- Total charge: +1
- Energy: -2176.1414 hartree
- Highest occupied orbital energy: -15.42 eV

The geometry in XYZ format:
```
6
Properties=species:S:1:pos:R:3:forces:R:3:lowdin_charge:R:1
H -1.80903 0.48559 -1.03476 0.8 -0.7 0.8 0.319
O -1.35498 -0.67205 -0.73380 -3.1 1.0 -0.5 -0.213
C -0.77043 0.45509 -0.08866 1.4 -2.3 -1.3 -0.085
C 0.48147 0.13037 0.29935 1.4 7.4 0.4 -0.214
F 1.41654 1.14634 0.43527 -1.3 -3.4 0.5 0.057
Ga -0.08859 -1.69796 0.17063 0.7 -2.0 0.1 1.137
```
Positions in Å, forces in eV/Å.

***

Record 4
Entry from the OMol25 dataset: a cluster of 2 separate species, C2HFI2O in total at a distorted geometry (ωB97M-V/def2-TZVPD).

Values from the calculation:
- HOMO-LUMO gap (alpha / beta): 0.3170 / 0.2083 Eh
- Largest force on an atom: 3.71 eV/Å
- Total charge: 0
- Energy: -847.1924 hartree
- Highest occupied orbital energy (alpha / beta): -10.34 / -9.18 eV

The geometry in XYZ format:
```
7
Properties=species:S:1:pos:R:3:forces:R:3:lowdin_charge:R:1
C 1.64996 -0.29329 0.20672 1.2 0.0 3.5 -0.378
C 0.30238 -0.21176 -0.20254 -1.8 -0.2 0.1 -0.738
O 2.57581 -0.28467 -0.54915 1.2 -0.2 -2.1 0.063
F -0.00278 -0.47295 -1.45764 0.4 0.2 -0.1 0.009
I -5.10759 1.46848 -0.26054 0.1 0.0 0.0 0.008
I -1.40474 0.15157 0.93346 0.7 -0.1 -0.1 0.889
H 1.98696 -0.35739 1.32969 -1.7 0.2 -1.3 0.146
```
Positions in Å, forces in eV/Å.

***

Record 5
Entry from the OMol25 dataset: the ion C2HFIO4S with charge -1 at a distorted geometry (ωB97M-V/def2-TZVPD).

Values from the calculation:
- HOMO-LUMO gap: 0.2804 Eh
- Largest force on an atom: 2.78 eV/Å
- Total charge: -1
- Energy: -1173.5217 hartree
- Highest occupied orbital energy: -4.72 eV

The geometry in XYZ format:
```
10
Properties=species:S:1:pos:R:3:forces:R:3:lowdin_charge:R:1
C 0.54506 0.27448 -0.63060 1.2 -2.3 0.9 -0.518
C -1.99391 -0.29967 -0.76165 -0.4 0.5 0.2 -0.773
O -2.29785 2.47742 -0.43068 0.2 -0.1 -0.3 -0.334
O 1.37731 -0.16911 -1.37846 0.2 0.5 -0.2 0.051
O -1.31640 1.16683 1.40264 -0.1 -0.3 -0.2 -0.352
O -0.06104 1.42045 -0.76765 -1.6 1.3 -0.2 -0.133
F -2.21822 0.06831 -2.07619 -0.1 -0.2 -0.3 -0.192
S -1.63128 1.28586 0.00440 1.3 1.2 0.2 0.446
I -3.96116 -0.36422 0.19331 -1.1 -0.7 0.1 0.688
H 0.23557 -0.28071 0.28079 0.3 0.2 -0.3 0.118
```
Positions in Å, forces in eV/Å.

***

Record 6
Entry from the OMol25 dataset: a structure of composition C2HFMnO at a distorted geometry (ωB97M-V/def2-TZVPD).

Values from the calculation:
- HOMO-LUMO gap (alpha / beta): 0.2591 / 0.2504 Eh
- Largest force on an atom: 3.89 eV/Å
- Multiplicity: 6
- Total charge: +2
- Energy: -1401.9803 hartree
- Highest occupied orbital energy (alpha / beta): -19.77 / -19.76 eV

The geometry in XYZ format:
```
6
Properties=species:S:1:pos:R:3:forces:R:3:lowdin_spin:R:1
H 0.88591 1.55911 0.18141 2.2 -0.6 0.0 0.004
C 0.00668 0.15577 0.21413 2.7 -1.5 0.5 -0.006
C 1.32177 0.40648 0.32382 -3.1 1.7 1.7 0.063
O -0.90064 -0.39634 -0.33290 -1.5 -0.1 -0.9 0.071
F 1.99591 -0.02732 1.36157 0.4 0.9 -1.1 0.019
Mn -2.47359 -1.40756 -0.12882 -0.7 -0.3 -0.1 4.848
```
Positions in Å, forces in eV/Å.

***

Record 7
Entry from the OMol25 dataset: a structure of composition C2HFNiO at a distorted geometry (ωB97M-V/def2-TZVPD).

Values from the calculation:
- HOMO-LUMO gap (alpha / beta): 0.3110 / 0.2789 Eh
- Largest force on an atom: 6.97 eV/Å
- Multiplicity: 3
- Total charge: 0
- Energy: -1759.9606 hartree
- Highest occupied orbital energy (alpha / beta): -9.19 / -8.98 eV

The geometry in XYZ format:
```
6
Properties=species:S:1:pos:R:3:forces:R:3:lowdin_spin:R:1
H 0.69939 -1.36008 0.44488 -3.4 -0.7 -1.8 -0.004
O 1.39393 -0.15729 -0.10304 0.2 2.3 -2.0 0.384
C 0.08328 -0.57240 -0.33746 4.2 -3.5 4.3 0.187
C -0.81253 0.40851 -0.08500 -2.0 1.2 0.1 0.228
F -2.10247 0.04320 0.27384 1.9 0.7 -0.8 0.071
Ni 0.73840 1.63806 -0.19322 -0.9 0.1 0.2 1.135
```
Positions in Å, forces in eV/Å.

***

Record 8
Entry from the OMol25 dataset: the molecule C2HFO at a distorted geometry (ωB97M-V/def2-TZVPD).

Values from the calculation:
- HOMO-LUMO gap: 0.3451 Eh
- Largest force on an atom: 4.06 eV/Å
- Total charge: 0
- Energy: -251.8333 hartree
- SMILES: O=C=CF
- Highest occupied orbital energy: -9.64 eV

The geometry in XYZ format:
```
5
Properties=species:S:1:pos:R:3:forces:R:3:lowdin_charge:R:1
O -1.96545 0.34903 -0.04127 1.3 -0.2 0.4 0.180
C -0.81885 0.11877 0.05118 -1.9 -0.9 -0.8 -0.135
C 0.47207 -0.05241 -0.05200 0.3 -3.3 0.1 -0.097
F 1.29444 -1.18567 -0.01546 -1.9 0.9 0.0 -0.017
H 1.01780 0.77028 0.05755 2.2 3.4 0.3 0.069
```
Positions in Å, forces in eV/Å.

***

Record 9
Entry from the OMol25 dataset: a structure of composition C2HFO2Tb at a distorted geometry (ωB97M-V/def2-TZVPD).

Values from the calculation:
- HOMO-LUMO gap (alpha / beta): 0.2333 / 0.2878 Eh
- Largest force on an atom: 5.42 eV/Å
- Multiplicity: 8
- Total charge: +2
- Energy: -1150.7146 hartree
- Highest occupied orbital energy (alpha / beta): -18.85 / -19.40 eV

The geometry in XYZ format:
```
7
Properties=species:S:1:pos:R:3:forces:R:3:lowdin_spin:R:1
C -0.39063 0.35796 0.41948 1.4 0.5 0.0 -0.187
C -1.49686 -0.10889 -0.21395 -2.3 -3.6 -0.6 -0.089
O -2.29737 -0.86778 -0.56493 1.8 2.7 0.6 -0.109
Tb 2.43348 0.15063 -1.03604 -2.0 -3.6 3.5 8.017
F 0.44471 1.19392 -0.38251 -0.2 0.2 0.0 0.056
H -0.34124 0.58140 1.48245 -0.1 -0.1 -0.2 0.001
O 1.64790 -1.30722 0.29550 1.4 4.0 -3.3 -0.690
```
Positions in Å, forces in eV/Å.

***

Record 10
Entry from the OMol25 dataset: a structure of composition C2HHgLiO3 at a distorted geometry (ωB97M-V/def2-TZVPD).

Values from the calculation:
- HOMO-LUMO gap (alpha / beta): 0.0966 / 0.1025 Eh
- Largest force on an atom: 5.32 eV/Å
- Multiplicity: 3
- Total charge: 0
- Energy: -463.2368 hartree
- Highest occupied orbital energy (alpha / beta): -3.39 / -6.88 eV

The geometry in XYZ format:
```
8
Properties=species:S:1:pos:R:3:forces:R:3:lowdin_spin:R:1
O 2.18818 -0.27820 0.97186 0.3 -2.3 1.7 0.319
C 1.60441 0.60898 0.40764 -0.3 3.7 -1.0 0.308
H 1.90724 1.66613 0.52677 -0.2 -0.3 -0.4 0.033
O -0.56143 -1.29196 -0.35240 -3.8 -2.9 2.3 0.273
C 0.36783 -0.58824 -0.78994 2.7 1.8 -2.8 0.217
O 0.22031 0.70239 -0.19970 0.2 -1.0 0.9 0.128
Hg -0.12232 -3.48241 0.76497 0.2 1.4 -0.7 0.693
Li -1.74215 0.28960 0.06133 1.0 -0.3 0.0 0.030
```
Positions in Å, forces in eV/Å.

***

Please write out number 6 again, unchanged.
Entry from the OMol25 dataset: a structure of composition C2HFMnO at a distorted geometry (ωB97M-V/def2-TZVPD).

Values from the calculation:
- HOMO-LUMO gap (alpha / beta): 0.2591 / 0.2504 Eh
- Largest force on an atom: 3.89 eV/Å
- Multiplicity: 6
- Total charge: +2
- Energy: -1401.9803 hartree
- Highest occupied orbital energy (alpha / beta): -19.77 / -19.76 eV

The geometry in XYZ format:
```
6
Properties=species:S:1:pos:R:3:forces:R:3:lowdin_spin:R:1
H 0.88591 1.55911 0.18141 2.2 -0.6 0.0 0.004
C 0.00668 0.15577 0.21413 2.7 -1.5 0.5 -0.006
C 1.32177 0.40648 0.32382 -3.1 1.7 1.7 0.063
O -0.90064 -0.39634 -0.33290 -1.5 -0.1 -0.9 0.071
F 1.99591 -0.02732 1.36157 0.4 0.9 -1.1 0.019
Mn -2.47359 -1.40756 -0.12882 -0.7 -0.3 -0.1 4.848
```
Positions in Å, forces in eV/Å.

***

Which formula does entry 9 have? C2HFO2Tb

***

Look up the total charge of the seventh one. 0

***

What is the formula in the fifth record? C2HFIO4S